[1]
Computed, not measured: a 2-piece molecular cluster, C3H6O3 overall in a non-equilibrium geometry, with ωB97M-V/def2-TZVPD.

XYZ file:
```
12
Properties=species:S:1:pos:R:3:forces:R:3
C -0.7040 1.3388 1.6093 -0.4 0.9 -0.5
C -1.1726 0.3310 0.5906 -0.1 0.0 0.5
O -1.4977 -0.7972 0.8658 0.2 0.0 -0.1
H 0.2406 1.0644 2.0716 0.0 -0.2 0.1
H -1.4589 1.5485 2.3680 0.0 -0.5 0.2
H -0.5921 2.2959 1.0936 0.3 0.0 0.0
H -1.1975 0.6751 -0.4560 -0.1 0.0 0.0
O 2.0544 -2.3953 -1.8968 0.1 0.1 0.0
C 1.6224 -1.2869 -1.8936 -0.3 0.2 0.4
O 0.3336 -0.9589 -1.5553 0.9 0.1 0.3
H 2.2133 -0.3766 -2.0672 0.0 -0.1 -0.5
H 0.1586 -1.4389 -0.7300 -0.6 -0.4 -0.3
```
Forces are in eV/Å.

E_HOMO (eV): -10.26
Electronic energy (eV): -9349.9704
Orbital gap (eV): 11.0427
Energy above the lowest of the compared OMol25 structures with the same formula, charge and spin (eV): 1.3462

---

[2]
Computed, not measured: C15H20CuN2Sb as an isolated structure, with ωB97M-V/def2-TZVPD.

XYZ file:
```
39
Properties=species:S:1:pos:R:3:forces:R:3
Cu 0.5035 -0.2895 0.2888 0.4 0.3 -0.2
C -0.4406 0.9264 3.1381 -0.1 0.0 -0.1
N -0.2164 -0.1535 2.1876 -0.3 0.0 0.2
C -0.4774 -1.3659 2.5484 0.1 -0.1 0.0
C -0.3048 -2.4644 1.6492 0.1 0.1 0.0
C -0.4106 -3.8406 1.8624 0.0 0.0 0.0
C -0.0697 -4.4466 0.6496 -0.1 0.1 -0.1
C 0.2175 -3.4032 -0.2420 0.0 0.0 0.1
N 0.0883 -2.2065 0.3508 -0.2 -0.2 0.2
C -1.5284 1.8841 2.6972 0.0 0.0 0.0
C -2.5159 2.2823 3.5894 0.0 0.0 0.0
C -3.5087 3.1755 3.2013 0.0 0.0 0.0
C -3.5253 3.6771 1.9086 0.0 0.0 0.0
C -2.5391 3.2876 1.0099 0.0 0.0 0.0
C -1.5480 2.4008 1.4036 0.0 0.0 0.0
H 0.4898 1.4871 3.2519 0.1 0.0 0.0
H -0.6958 0.5283 4.1243 0.0 0.0 0.1
H -0.8168 -1.5742 3.5671 0.0 0.0 0.0
H -0.6924 -4.3271 2.7865 0.0 0.0 -0.1
H -0.0484 -5.5024 0.4277 0.0 0.0 0.0
H 0.4930 -3.4800 -1.2851 0.0 0.0 0.1
H -2.5147 1.8829 4.5981 0.0 0.0 0.0
H -4.2735 3.4710 3.9091 0.0 0.0 0.0
H -4.3051 4.3624 1.5990 0.0 0.0 0.0
H -2.5434 3.6775 -0.0011 0.0 0.0 0.0
H -0.7791 2.1036 0.6995 0.0 0.0 0.0
C 3.8029 -0.5277 1.2666 0.1 0.0 0.0
Sb 2.7815 0.6105 -0.2239 -0.1 -0.1 0.0
C 3.9988 0.0380 -1.8795 0.0 -0.1 0.0
C 3.7183 2.4892 0.1618 -0.1 0.0 0.1
H 4.8779 -0.3589 1.1941 0.0 0.0 0.0
H 3.5804 -1.5852 1.1174 0.0 0.1 0.0
H 3.4504 -0.2376 2.2576 0.0 0.0 -0.1
H 5.0417 0.2256 -1.6237 0.0 0.0 0.0
H 3.7352 0.5942 -2.7788 0.0 0.0 0.1
H 3.8523 -1.0267 -2.0648 0.0 0.1 0.0
H 4.7981 2.3403 0.1583 0.0 0.0 0.0
H 3.4020 2.8524 1.1403 0.0 0.0 -0.1
H 3.4464 3.2259 -0.5938 0.0 0.0 0.0
```
Forces are in eV/Å.

E_HOMO (eV): -7.30
Electronic energy (eV): -70036.2601
Orbital gap (eV): 7.8040

---

[3]
Computed, not measured: an isolated ion of composition C5H12N3O2 and charge +1 in a non-equilibrium geometry, with ωB97M-V/def2-TZVPD.

XYZ file:
```
22
Properties=species:S:1:pos:R:3:forces:R:3
C 2.6675 -2.3065 0.1703 1.4 -0.8 -5.0
O 1.8419 -1.1122 0.0971 0.2 -1.2 -0.3
N 0.9977 -1.0469 -0.9189 0.4 -1.1 0.3
O 1.0567 -1.7453 -1.8908 -0.1 1.1 2.0
C -0.0519 -0.0226 -0.5908 -1.1 0.1 -5.4
C 0.4554 1.0937 0.2625 -0.6 1.3 0.4
C -0.7408 2.1175 0.3991 -1.8 -4.7 -1.2
C -2.0610 1.4035 0.8127 0.2 0.3 3.2
N -2.3463 0.1116 0.1509 1.0 2.1 2.8
N -1.2992 -0.7361 -0.1347 2.1 0.2 1.9
H 3.1429 -2.3886 1.0653 1.1 0.7 2.7
H 3.4788 -2.3953 -0.7017 -1.7 0.9 1.8
H 2.1138 -3.2082 0.0199 -1.1 -0.3 0.0
H -0.1958 0.2761 -1.7172 0.0 0.3 1.9
H 1.1867 1.8089 -0.2216 0.0 -1.8 0.4
H 0.8173 0.5961 1.2149 -0.5 1.4 -0.8
H -0.4468 2.8073 1.0567 0.8 2.7 2.8
H -1.0543 2.6080 -0.4805 0.8 0.5 -1.7
H -1.9652 1.2406 1.9802 -0.4 0.0 -2.1
H -2.8997 2.1649 0.7050 0.8 -1.5 -0.2
H -2.9903 0.1552 -0.5462 -2.0 0.5 -2.6
H -1.7075 -1.4219 -0.7320 0.6 -0.6 -0.8
```
Forces are in eV/Å.

E_HOMO (spin up / spin down) (eV): -11.96 / -11.96
Electronic energy (eV): -13931.1715
Orbital gap (spin up / spin down) (eV): 5.6504 / 5.6420
Energy above the lowest of the compared OMol25 structures with the same formula, charge and spin (eV): 6.9361
Total charge: +1

---

[4]
Computed, not measured: one molecule with the formula C7H9NO3 in a non-equilibrium geometry, with ωB97M-V/def2-TZVPD.

XYZ file:
```
20
Properties=species:S:1:pos:R:3:forces:R:3
C -0.9073 1.6154 0.3981 0.2 0.7 1.0
C 3.2842 1.8202 0.5009 -0.5 -0.3 1.1
C -1.2742 0.3241 0.2440 -2.5 2.5 0.3
C -0.5742 -0.7300 -0.4498 2.2 -0.4 -0.4
C 1.0402 -0.6265 -0.4654 -2.4 -3.6 -2.2
C -2.7246 -0.0631 0.4862 1.3 -0.1 1.4
C 1.8956 -1.5635 -1.2350 0.3 0.6 -1.7
N 2.8585 0.6287 -0.0240 2.4 -1.0 -1.0
O 2.6301 2.6443 1.1009 -0.4 0.5 -0.1
O -1.1547 -1.6396 -1.0150 1.3 0.7 0.5
O 1.5023 0.3761 0.0310 0.6 3.4 2.1
H -1.4467 2.5683 0.7431 -0.3 -2.2 -0.5
H 0.1097 1.8936 0.3919 1.0 0.2 -0.7
H 4.4193 1.9253 0.4802 -1.1 -0.5 -0.6
H -3.1028 0.4919 1.3867 0.3 -1.0 -0.8
H -2.6216 -1.1589 0.5528 -1.2 0.5 0.5
H -3.3028 0.2067 -0.3567 -0.8 0.0 -0.9
H 1.3582 -2.1716 -2.0591 0.6 1.5 1.4
H 2.7211 -0.8090 -1.5518 -1.1 -1.5 -0.2
H 2.4458 -2.3012 -0.6661 0.0 0.0 0.6
```
Forces are in eV/Å.

E_HOMO (spin up / spin down) (eV): -9.26 / -9.26
Electronic energy (eV): -15032.0578
Orbital gap (spin up / spin down) (eV): 7.7728 / 7.7733
Energy above the lowest of the compared OMol25 structures with the same formula, charge and spin (eV): 5.0934

---

[5]
Computed, not measured: one molecule with the formula CH3NO3S in a non-equilibrium geometry, with ωB97M-V/def2-TZVPD.

XYZ file:
```
9
Properties=species:S:1:pos:R:3:forces:R:3
C -0.3540 0.3844 0.2960 -3.1 -0.8 -3.6
N 1.0166 0.0647 -0.0108 -8.8 3.4 1.7
O 1.4728 0.3579 -1.0898 3.5 1.0 -5.5
O 1.6856 -0.5339 0.7682 5.3 -4.2 4.1
O -1.2300 0.3679 -1.2043 0.4 0.2 4.6
S -1.2117 -0.7067 1.3824 0.6 0.3 0.0
H -0.5877 1.3766 0.5544 0.4 1.4 0.2
H -0.5196 0.2702 -1.7882 1.7 -0.2 -1.9
H -0.2721 -1.5811 1.0920 0.1 -1.1 0.3
```
Forces are in eV/Å.

Multiplicity: 3
⟨S²⟩: 2.01
E_HOMO (spin up / spin down) (eV): -8.45 / -10.17
Electronic energy (eV): -19545.1401
Orbital gap (spin up / spin down) (eV): 9.1803 / 6.0245
Energy above the lowest of the compared OMol25 structures with the same formula, charge and spin (eV): 4.1093

---

[6]
Computed, not measured: a 2-piece molecular cluster, C3H10O2Si overall in a non-equilibrium geometry, with ωB97M-V/def2-TZVPD.

XYZ file:
```
16
Properties=species:S:1:pos:R:3:forces:R:3
C 3.2098 -0.6169 -0.8797 -1.0 2.6 -1.1
C -1.3135 0.8160 -0.0233 1.6 0.1 1.3
C 1.7240 -1.0625 -0.8624 1.6 -1.0 0.2
O 0.8843 -0.3044 -1.4823 1.2 1.8 -0.3
O -2.3867 0.5825 2.5583 3.2 1.9 -2.4
Si -2.4150 -0.1467 1.0998 0.0 0.4 -0.8
H 3.6005 -0.8172 -1.8926 -0.3 -0.4 0.2
H 3.3350 0.5192 -0.8437 -0.5 -0.9 0.0
H 3.9477 -0.9625 -0.1787 -0.4 -0.8 0.5
H -0.3725 0.1968 -0.0303 -1.3 0.9 0.1
H -1.6864 0.8331 -1.0215 -0.2 0.2 -0.8
H -1.0201 1.8346 0.3373 -0.6 -0.8 -0.3
H 1.1823 0.6585 -1.7089 0.0 -1.6 0.1
H -2.9075 0.1973 3.1657 -2.8 -1.9 3.6
H -1.9532 -1.5134 0.9488 0.3 -0.7 0.4
H -3.8286 -0.2144 0.8137 -0.8 0.0 -0.6
```
Forces are in eV/Å.

E_HOMO (eV): -8.46
Electronic energy (eV): -15243.0268
Orbital gap (eV): 9.1989
Energy above the lowest of the compared OMol25 structures with the same formula, charge and spin (eV): 3.0033

---

Q: Which of these has the highest electronic energy?
A: C3H6O3

---

Q: Which value of electronic energy does entry 5 give?
A: -19545.1401 eV